Record 1
Computed, not measured: a structure of composition C24H27F5NO3PtS4, with ωB97M-V/def2-TZVPD.

ORCA input file:
```
! RIJCOSX wB97M-V def2-TZVPD def2/J DEFGRID3
* xyz -1 1
Pt 0.5471 0.0573 0.1906
C -3.1049 2.2925 -3.2484
C -3.6393 2.2888 -1.8222
S -2.7043 1.2262 -0.6804
C -1.9723 2.4132 0.4643
C -0.7385 3.1825 0.0178
S 0.7479 2.2244 -0.4434
C 0.8308 2.4390 -2.2422
C -0.3021 1.8867 -3.0977
S -1.5404 3.1690 -3.4811
H -3.8172 2.8016 -3.9015
H -2.9968 1.2751 -3.6271
H -4.6683 1.9225 -1.8323
H -3.6549 3.3030 -1.4215
H -1.7246 1.8297 1.3499
H -2.7399 3.1370 0.7499
H -0.4097 3.8038 0.8525
H -0.9515 3.8281 -0.8331
H 1.7738 1.9585 -2.4970
H 0.9683 3.5101 -2.4059
H -0.8014 1.0692 -2.5842
H 0.1052 1.5078 -4.0358
F 3.0387 0.0913 -1.9211
C 2.0289 -0.6652 -2.4099
C 0.8593 -0.8073 -1.6821
C -0.0914 -1.6099 -2.2908
F -1.2690 -1.8512 -1.6644
C 0.0682 -2.2019 -3.5326
F -0.8991 -2.9555 -4.0726
C 1.2487 -2.0063 -4.2249
F 1.4303 -2.5654 -5.4263
C 2.2429 -1.2312 -3.6555
F 3.3915 -1.0413 -4.3171
C 0.5486 0.0990 5.4900
C 0.1330 1.3336 4.6781
C -1.2869 1.7585 5.0731
C 1.1099 2.4822 4.9611
C 0.1745 1.0056 3.2420
C 0.2839 0.7318 2.0661
H 0.5474 0.3304 6.5578
H 1.5477 -0.2376 5.2127
H -0.1394 -0.7287 5.3144
H -1.3238 1.9984 6.1386
H -1.9971 0.9542 4.8755
H -1.6006 2.6393 4.5084
H 1.0959 2.7314 6.0250
H 0.8378 3.3720 4.3897
H 2.1246 2.1940 4.6869
N 0.3823 -1.8704 0.9905
C 1.2049 -2.2170 2.1512
C 2.5228 -1.8021 2.2176
C 3.2800 -2.1326 3.3316
C 2.7219 -2.8646 4.3713
C 1.4001 -3.2749 4.2914
C 0.6396 -2.9552 3.1765
S 3.7068 -3.2825 5.8199
O 4.6262 -2.1633 5.9511
O 4.3372 -4.5402 5.4498
O 2.7239 -3.3936 6.8872
H -0.5946 -1.9476 1.2620
H 0.5317 -2.5531 0.2528
H 2.9356 -1.1933 1.4217
H 4.3044 -1.7972 3.4256
H 0.9746 -3.8207 5.1232
H -0.4013 -3.2583 3.1171
*
```

As for the frontier orbital gap: 0.264 hartree. The relative energy (zero: lowest compared OMol25 entry of this formula, charge and spin) is 0.000 eV. The calculation puts the calculated total energy at -3422.65550 Ha. The calculation puts the HOMO energy at -5.453 eV.

Charges computed using natural (NBO), reported in e:
1 Pt 0.53
2 C -0.54
3 C -0.55
4 S 0.21
5 C -0.56
6 C -0.56
7 S 0.48
8 C -0.56
9 C -0.57
10 S 0.17
11 H 0.23
12 H 0.22
13 H 0.22
14 H 0.22
15 H 0.28
16 H 0.22
17 H 0.24
18 H 0.24
19 H 0.25
20 H 0.23
21 H 0.26
22 H 0.22
23 F -0.33
24 C 0.34
25 C -0.46
26 C 0.27
27 F -0.33
28 C 0.29
29 F -0.31
30 C 0.25
31 F -0.30
32 C 0.24
33 F -0.30
34 C -0.59
35 C -0.13
36 C -0.58
37 C -0.58
38 C -0.13
39 C -0.40
40 H 0.20
41 H 0.23
42 H 0.21
43 H 0.20
44 H 0.21
45 H 0.20
46 H 0.20
47 H 0.20
48 H 0.22
49 N -0.78
50 C 0.20
51 C -0.26
52 C -0.17
53 C -0.30
54 C -0.18
55 C -0.28
56 S 2.42
57 O -1.02
58 O -1.01
59 O -1.02
60 H 0.41
61 H 0.40
62 H 0.22
63 H 0.24
64 H 0.24
65 H 0.20

---

Record 2
Computed, not measured: a structure of composition C24H27IrN5PS4 in a non-equilibrium geometry, with ωB97M-V/def2-TZVPD.

ORCA input file:
```
! RIJCOSX wB97M-V def2-TZVPD def2/J DEFGRID3
* xyz 2 1
Ir 0.4369 0.5908 -1.2811
N -3.1103 -0.5312 -2.9909
C -2.5092 -1.7241 -3.4122
C -3.0487 -2.8879 -3.9493
C -2.1503 -3.8917 -4.2400
C -0.7688 -3.7410 -4.0135
C -0.2446 -2.5843 -3.4786
C -1.1480 -1.5722 -3.1654
N -0.9470 -0.2985 -2.6130
C -2.1397 0.2623 -2.5351
C -2.1927 1.6039 -1.9550
C -3.0747 2.6180 -2.0738
S -2.5166 3.9875 -1.2138
C -1.1244 3.1630 -0.7559
N -1.0616 1.9276 -1.2033
H -4.0931 -0.3120 -3.0322
H -4.1082 -3.0040 -4.1326
H -2.5151 -4.8202 -4.6585
H -0.1054 -4.5534 -4.2770
H 0.8193 -2.4654 -3.3164
H -4.0087 2.6382 -2.6143
H -0.3672 3.6062 -0.1283
S 1.5883 -1.5095 5.2712
C 0.9867 -1.6031 3.7752
S 1.9723 -1.3574 2.3564
C 0.5710 -1.4134 1.3622
N -0.5226 -1.6983 1.9969
N -0.3256 -1.8175 3.3072
C -1.5012 -2.1422 4.0967
C -1.3836 -2.7314 5.3451
C -2.5377 -2.9953 6.0721
C -3.7859 -2.7013 5.5532
C -3.8882 -2.1425 4.2852
C -2.7509 -1.8618 3.5512
S 0.4875 -1.3557 -0.3729
H -0.4281 -3.0252 5.7413
H -2.4468 -3.4496 7.0494
H -4.6782 -2.9198 6.1242
H -4.8603 -1.9158 3.8679
H -2.8300 -1.4237 2.5684
C 3.0332 3.2979 1.8929
C 2.0887 2.1904 1.4144
P 2.2328 1.7369 -0.3478
C 2.4025 3.3419 -1.1866
C 2.2183 3.2908 -2.7094
C 3.7956 0.8281 -0.4406
C 4.3280 0.5515 -1.8486
H 2.9403 3.4172 2.9714
H 2.8001 4.2614 1.4394
H 4.0791 3.0704 1.6837
H 1.0463 2.4644 1.5974
H 2.2692 1.2765 1.9727
H 3.3731 3.7580 -0.9118
H 1.6419 3.9865 -0.7420
H 3.0628 2.8183 -3.2065
H 2.1205 4.2965 -3.1154
H 1.3184 2.7339 -2.9943
H 3.6254 -0.1091 0.0957
H 4.5110 1.4129 0.1413
H 3.5969 0.0247 -2.4653
H 5.2203 -0.0691 -1.7910
H 4.6069 1.4719 -2.3601
*
```

As for the frontier orbital gap (alpha / beta): 0.168 / 0.168 hartree. The relative energy (zero: lowest compared OMol25 entry of this formula, charge and spin) is 0.378 eV. The calculation puts the calculated total energy at -3242.45529 Ha. The calculation puts the HOMO energy (alpha / beta) at -12.772 / -12.773 eV.

Charges computed using natural (NBO), reported in e:
1 Ir 0.56
2 N -0.47
3 C 0.09
4 C -0.20
5 C -0.17
6 C -0.18
7 C -0.23
8 C 0.17
9 N -0.55
10 C 0.39
11 C 0.07
12 C -0.37
13 S 0.64
14 C -0.12
15 N -0.44
16 H 0.45
17 H 0.24
18 H 0.25
19 H 0.24
20 H 0.23
21 H 0.28
22 H 0.26
23 S 0.06
24 C -0.19
25 S 0.44
26 C -0.28
27 N -0.16
28 N -0.22
29 C 0.18
30 C -0.23
31 C -0.18
32 C -0.18
33 C -0.19
34 C -0.24
35 S 0.33
36 H 0.25
37 H 0.24
38 H 0.23
39 H 0.23
40 H 0.23
41 C -0.62
42 C -0.73
43 P 1.10
44 C -0.74
45 C -0.61
46 C -0.73
47 C -0.61
48 H 0.25
49 H 0.21
50 H 0.22
51 H 0.23
52 H 0.26
53 H 0.26
54 H 0.23
55 H 0.23
56 H 0.25
57 H 0.18
58 H 0.25
59 H 0.25
60 H 0.21
61 H 0.25
62 H 0.22

---

Record 3
Computed, not measured: a cluster of 2 separate species, C24H27N2S in total in a non-equilibrium geometry, with ωB97M-V/def2-TZVPD.

ORCA input file:
```
! RIJCOSX wB97M-V def2-TZVPD def2/J DEFGRID3
* xyz 1 1
C 3.5247 1.8776 -3.3224
C 3.9437 1.3884 -1.9260
C 3.3239 2.1765 -0.7817
S 1.5101 2.1599 -0.7780
C 1.3752 2.9421 -2.4029
C 2.0210 2.1289 -3.5149
H 4.0742 2.8049 -3.5521
H 3.8487 1.1314 -4.0626
H 3.7038 0.3216 -1.8022
H 5.0313 1.5200 -1.8441
H 3.6093 1.7965 0.2077
H 3.6021 3.2371 -0.8656
H 0.3017 3.1059 -2.5555
H 1.8907 3.9091 -2.3004
H 1.8998 2.7124 -4.4379
H 1.4829 1.1754 -3.6190
C -3.7611 1.4781 -2.8627
N -3.0394 0.9121 -1.7372
C -1.7493 1.2041 -1.3824
C -1.3546 0.4300 -0.2669
C -0.0450 0.4022 0.2928
C 0.1444 -0.1728 1.5846
C -0.7443 -0.3450 2.6869
N -0.1930 -1.1866 3.6181
C -0.8208 -1.6528 4.8405
C 1.0462 -1.6224 3.1647
C 1.2914 -1.0197 1.9139
C 2.3325 -1.5125 1.1210
C 3.1825 -2.4951 1.6479
C 2.9450 -3.0533 2.9278
C 1.8388 -2.6449 3.6988
C -2.5435 -0.4443 0.0055
C -3.5597 -0.0649 -0.9014
C -4.8138 -0.6606 -0.9980
C -5.1108 -1.7041 -0.1165
C -4.1183 -2.1447 0.7868
C -2.8218 -1.5641 0.7954
H -4.7643 1.0410 -2.9151
H -3.8612 2.5694 -2.7631
H -3.2357 1.2676 -3.8078
H -1.1681 1.9526 -1.9298
H 0.8509 0.3389 -0.3970
H -1.7542 0.0467 2.8186
H -0.1407 -2.3443 5.3573
H -1.0462 -0.8250 5.5340
H -1.7645 -2.1900 4.6348
H 2.4694 -1.1259 0.1072
H 4.0346 -2.8444 1.0800
H 3.6176 -3.8252 3.3235
H 1.6010 -3.0927 4.6461
H -5.5371 -0.3369 -1.7219
H -6.1024 -2.1902 -0.1310
H -4.3737 -2.9470 1.4714
H -2.0737 -2.0209 1.4306
*
```

As for the frontier orbital gap: 0.236 hartree. The calculation puts the calculated total energy at -1438.16421 Ha. The calculation puts the HOMO energy at -10.748 eV.

Charges computed using natural (NBO), reported in e:
1 C -0.40
2 C -0.41
3 C -0.51
4 S 0.20
5 C -0.51
6 C -0.42
7 H 0.21
8 H 0.23
9 H 0.20
10 H 0.23
11 H 0.24
12 H 0.22
13 H 0.21
14 H 0.22
15 H 0.22
16 H 0.20
17 C -0.41
18 N -0.33
19 C 0.09
20 C -0.14
21 C 0.03
22 C -0.23
23 C 0.14
24 N -0.30
25 C -0.42
26 C 0.12
27 C 0.01
28 C -0.21
29 C -0.19
30 C -0.19
31 C -0.23
32 C -0.10
33 C 0.21
34 C -0.26
35 C -0.19
36 C -0.20
37 C -0.21
38 H 0.23
39 H 0.22
40 H 0.22
41 H 0.22
42 H 0.27
43 H 0.25
44 H 0.23
45 H 0.23
46 H 0.23
47 H 0.21
48 H 0.23
49 H 0.23
50 H 0.23
51 H 0.22
52 H 0.23
53 H 0.22
54 H 0.22

---

Record 4
Computed, not measured: the molecule C24H27N3O, with ωB97M-V/def2-TZVPD.

ORCA input file:
```
! RIJCOSX wB97M-V def2-TZVPD def2/J DEFGRID3
* xyz 0 1
C -3.0739 0.6809 -3.1023
C -3.1364 -0.2973 -1.9921
N -4.0183 -0.1436 -0.9750
C -3.8812 -1.1715 -0.0787
C -4.5932 -1.4092 1.0865
C -4.2739 -2.5379 1.8103
C -3.2775 -3.4046 1.3645
C -2.5693 -3.1656 0.2056
C -2.8481 -2.0211 -0.5429
C -2.3682 -1.4362 -1.7733
C -1.3101 -1.8183 -2.6996
O -1.2333 -1.3103 -3.8085
C -0.2427 -2.8230 -2.2638
N 0.9287 -2.2704 -1.6096
C 1.8105 -1.4583 -2.4202
C 1.4592 0.0334 -2.4316
N 1.4313 0.5290 -1.0670
C 1.2305 1.9617 -0.9919
C 1.6538 2.5345 0.3269
C 2.4975 1.9274 1.1578
C 2.9733 2.4196 2.4419
C 3.8659 1.6315 3.1721
C 4.3529 2.0497 4.3951
C 3.9579 3.2689 4.9200
C 3.0720 4.0626 4.2095
C 2.5847 3.6450 2.9865
C 0.4257 -0.1935 -0.3092
C 0.7644 -1.6877 -0.2960
H -3.6537 1.5723 -2.8679
H -3.4577 0.2311 -4.0176
H -2.0405 0.9567 -3.3061
H -4.6813 0.6103 -0.8940
H -5.3725 -0.7337 1.4071
H -4.8036 -2.7594 2.7243
H -3.0569 -4.2899 1.9424
H -1.8211 -3.8788 -0.1015
H 0.1127 -3.3194 -3.1730
H -0.6652 -3.5780 -1.6029
H 1.8127 -1.8407 -3.4415
H 2.8170 -1.5658 -1.9993
H 2.2308 0.5747 -2.9852
H 0.4949 0.1878 -2.9438
H 0.1757 2.2384 -1.1898
H 1.8347 2.4319 -1.7778
H 1.2395 3.5084 0.5478
H 2.8808 0.9599 0.8612
H 4.1785 0.6790 2.7676
H 5.0434 1.4241 4.9424
H 4.3371 3.5991 5.8759
H 2.7597 5.0150 4.6138
H 1.8956 4.2783 2.4489
H 0.4185 0.1848 0.7156
H -0.5804 -0.0383 -0.7394
H -0.0028 -2.2335 0.2539
H 1.7220 -1.8103 0.2239
*
```

As for the SMILES: Cc1[nH]c2ccccc2c1C(=O)CN1CCN(C/C=C/c2ccccc2)CC1. As for the frontier orbital gap: 0.314 hartree. The relative energy (zero: lowest compared OMol25 entry of this formula, charge and spin) is 1.225 eV. The calculation puts the calculated total energy at -1170.23750 Ha. The calculation puts the HOMO energy at -7.899 eV.

Charges computed using natural (NBO), reported in e:
1 C -0.65
2 C 0.30
3 N -0.51
4 C 0.10
5 C -0.22
6 C -0.22
7 C -0.23
8 C -0.22
9 C 0.00
10 C -0.29
11 C 0.56
12 O -0.59
13 C -0.30
14 N -0.43
15 C -0.22
16 C -0.24
17 N -0.45
18 C -0.25
19 C -0.16
20 C -0.24
21 C 0.01
22 C -0.21
23 C -0.21
24 C -0.22
25 C -0.21
26 C -0.21
27 C -0.25
28 C -0.23
29 H 0.21
30 H 0.25
31 H 0.25
32 H 0.41
33 H 0.21
34 H 0.21
35 H 0.21
36 H 0.21
37 H 0.22
38 H 0.20
39 H 0.21
40 H 0.19
41 H 0.20
42 H 0.18
43 H 0.17
44 H 0.21
45 H 0.19
46 H 0.22
47 H 0.21
48 H 0.21
49 H 0.21
50 H 0.21
51 H 0.20
52 H 0.21
53 H 0.17
54 H 0.21
55 H 0.20